Entry 1:
{
  "formula": "C16H31F3O3P2SZr",
  "method": "ωB97M-V/def2-TZVPD",
  "e_tot_ev": -62057.966,
  "charge": 2,
  "homo_lumo_gap_ev": [3.548, 3.594],
  "spin_multiplicity": 1,
  "species": ["Zr", "S", "P", "P", "F", "F", "F", "O", "O", "O", "C", "C", "C", "C", "C", "C", "C", "C", "C", "C", "C", "C", "C", "C", "C", "C", "H", "H", "H", "H", "H", "H", "H", "H", "H", "H", "H", "H", "H", "H", "H", "H", "H", "H", "H", "H", "H", "H", "H", "H", "H", "H", "H", "H", "H", "H", "H"],
  "positions_angstrom": [[2.09, -0.70, -0.95], [0.58, 0.54, 1.04], [0.49, 2.17, -5.25], [-0.25, -1.71, -4.32], [0.98, 0.73, 3.68], [-1.00, -0.02, 3.12], [0.76, -1.33, 2.92], [-0.10, 1.77, 0.82], [2.10, 0.54, 0.81], [0.15, -0.62, 0.16], [-0.60, 2.97, -6.46], [0.79, 0.51, -6.02], [-0.22, -0.68, -5.85], [-2.35, 1.26, -4.30], [-1.78, 2.39, -3.62], [2.06, 3.03, -5.30], [-0.40, 2.73, -3.62], [-1.93, -0.98, -3.22], [-0.47, -0.68, -2.88], [0.59, 0.51, -2.93], [-2.89, 0.10, -3.40], [0.29, 1.90, -2.44], [0.31, -0.06, 2.81], [-1.39, -3.02, -4.86], [1.68, -2.83, -0.68], [1.30, -2.54, -4.18], [1.75, 0.27, -2.68], [-2.44, 2.90, -2.94], [1.46, -3.02, -5.15], [1.24, 2.42, -2.21], [2.90, 2.34, -5.21], [-1.45, 2.32, -6.72], [2.10, 3.79, -4.51], [-1.48, -3.79, -4.10], [1.79, 0.17, -5.68], [-2.39, -2.64, -5.11], [-3.18, 1.60, -4.94], [2.11, 3.54, -6.28], [-3.13, 0.51, -2.40], [-3.83, -0.30, -3.81], [1.24, -3.30, -3.40], [1.59, -3.45, -1.60], [2.13, -1.85, -3.98], [0.80, -3.05, -0.03], [-0.96, -3.45, -5.77], [-2.32, -1.85, -2.65], [-0.22, 3.80, -3.46], [0.87, 0.71, -7.11], [-0.23, -1.25, -1.93], [0.01, 3.16, -7.35], [-0.96, 3.91, -6.04], [2.59, -3.20, -0.13], [0.89, 0.56, -3.99], [-1.24, -0.44, -6.23], [0.12, -1.48, -6.54], [-1.57, 0.88, -4.96], [-0.31, 1.97, -1.53]]
}

Entry 2:
{
  "formula": "C2H12F6HfO16S3",
  "method": "ωB97M-V/def2-TZVPD",
  "e_tot_ev": -85139.926,
  "charge": 1,
  "homo_lumo_gap_ev": [8.582, 4.281],
  "s_squared": 0.76,
  "spin_multiplicity": 2,
  "species": ["Hf", "S", "S", "S", "F", "F", "F", "F", "F", "F", "O", "O", "O", "O", "O", "O", "O", "O", "O", "O", "O", "O", "O", "O", "O", "O", "C", "C", "H", "H", "H", "H", "H", "H", "H", "H", "H", "H", "H", "H"],
  "positions_angstrom": [[0.59, 0.51, -0.78], [-1.15, 2.08, -2.81], [-1.88, 1.36, 1.76], [0.66, -2.87, 1.07], [-3.38, -0.53, 3.05], [-1.83, -2.50, 1.71], [-1.37, -0.27, 3.89], [-1.58, -3.86, -0.08], [-1.16, -4.58, 1.97], [-2.92, 1.19, 4.26], [0.62, -1.53, 0.45], [-0.77, 3.47, -2.85], [-0.95, 0.55, 0.92], [-1.22, 2.55, 2.27], [0.66, 2.94, -0.29], [1.00, -1.29, -2.39], [1.24, -3.85, 0.18], [-3.13, 1.66, 1.03], [1.22, -2.88, 2.46], [2.53, 1.57, -1.67], [0.06, 1.22, -2.90], [-2.23, 1.74, -3.72], [-1.39, -0.97, -1.27], [-1.30, 1.62, -1.43], [1.82, 1.01, 1.15], [2.88, -0.71, -0.51], [-1.18, -3.52, 1.14], [-2.41, 0.37, 3.37], [1.95, 0.50, 1.95], [1.60, -2.01, -2.20], [-2.22, -0.59, -0.98], [3.44, -0.35, 0.18], [3.39, -1.41, -0.90], [0.08, 3.55, -0.75], [2.52, 2.53, -1.59], [2.43, 1.75, 1.24], [3.27, 1.39, -2.25], [0.47, -1.61, -3.12], [1.27, 3.50, 0.18], [-1.63, -1.75, -1.77]]
}

Entry 3:
{
  "formula": "C37H46Cl2CrN5O6STe",
  "method": "ωB97M-V/def2-TZVPD",
  "e_tot_ev": -130441.251,
  "charge": 1,
  "homo_lumo_gap_ev": [7.267, 5.957],
  "relative_energy_kcal_mol": 37.0,
  "s_squared": 2.06,
  "spin_multiplicity": 3,
  "species": ["Te", "Cr", "Cl", "Cl", "S", "O", "O", "O", "O", "O", "O", "N", "N", "N", "N", "N", "C", "C", "C", "C", "C", "C", "C", "C", "C", "C", "C", "C", "C", "C", "C", "C", "C", "C", "C", "C", "C", "C", "C", "C", "C", "C", "C", "C", "C", "C", "C", "C", "C", "C", "C", "C", "C", "H", "H", "H", "H", "H", "H", "H", "H", "H", "H", "H", "H", "H", "H", "H", "H", "H", "H", "H", "H", "H", "H", "H", "H", "H", "H", "H", "H", "H", "H", "H", "H", "H", "H", "H", "H", "H", "H", "H", "H", "H", "H", "H", "H", "H", "H"],
  "positions_angstrom": [[0.15, -1.83, -1.05], [1.08, 1.37, -0.33], [-5.35, 0.47, 0.98], [-1.01, 0.97, -0.98], [-0.66, 0.43, 2.05], [2.94, -0.40, 1.56], [0.87, 3.28, -0.69], [1.78, 5.30, -0.27], [0.45, 1.34, 1.63], [-0.61, 0.25, 3.49], [-0.71, -0.84, 1.32], [2.87, 2.57, 4.04], [2.14, 0.48, 4.69], [1.47, -0.53, -0.17], [2.98, 2.07, 0.22], [4.39, 0.86, 4.37], [-5.66, -3.14, -3.47], [-4.35, -2.68, -2.88], [3.13, 1.30, 4.33], [1.36, -2.25, -3.84], [1.58, -3.17, 2.15], [-3.88, -3.21, -1.68], [-3.51, 1.89, -0.52], [-2.36, -1.28, -3.01], [2.76, -0.68, -5.05], [0.72, -3.61, -3.73], [-4.73, 3.07, 1.37], [2.96, -3.36, 0.18], [-3.73, 3.12, 2.26], [2.19, -1.08, 0.85], [3.82, 4.19, 1.33], [-4.81, 2.05, 0.28], [3.02, -4.74, 0.35], [-5.86, 4.05, 1.42], [2.56, 0.28, -4.06], [2.23, -2.58, 1.08], [1.63, -4.55, 2.31], [-2.66, -2.83, -1.13], [-2.52, 0.96, 0.15], [2.15, -1.92, -4.94], [-1.88, -1.87, -1.82], [-2.11, 1.30, 1.54], [1.17, -1.29, -2.84], [2.34, -5.33, 1.41], [3.88, 3.60, 3.84], [-3.58, -1.72, -3.51], [2.63, 3.36, 0.87], [-2.25, -3.50, 0.16], [-2.58, 2.23, 2.38], [-1.66, -0.21, -3.82], [1.71, 4.10, -0.12], [1.77, -0.03, -2.97], [4.64, 3.62, 2.49], [-3.06, 2.87, -0.63], [-5.95, -4.11, -3.07], [-3.79, 3.88, 3.03], [4.55, -0.13, 4.32], [1.07, -4.13, -2.83], [-1.49, -0.57, -4.84], [5.02, 2.63, 2.23], [1.98, 3.12, 1.71], [2.30, -2.67, -5.71], [1.02, -2.56, 2.85], [-5.73, 4.78, 2.22], [1.90, 2.84, 4.08], [5.50, 4.28, 2.65], [0.95, -4.23, -4.59], [-1.57, -4.34, -0.04], [-1.76, -2.82, 0.85], [3.71, 2.23, -0.46], [-3.94, -1.28, -4.44], [-2.81, -0.08, 0.07], [4.47, 4.35, 0.46], [3.01, 1.26, -4.14], [1.10, -5.02, 3.13], [-0.37, -3.53, -3.64], [-5.59, -3.20, -4.55], [1.18, 0.67, 4.42], [4.60, 3.54, 4.66], [-3.74, 1.49, -1.51], [-6.81, 3.53, 1.58], [2.36, -0.50, 4.74], [-5.61, 2.31, -0.40], [2.38, -6.41, 1.53], [3.59, -5.34, -0.34], [3.38, -0.46, -5.90], [3.48, -2.89, -0.64], [5.12, 1.44, 4.00], [-5.95, 4.59, 0.47], [3.45, 5.18, 1.61], [3.30, 1.37, 0.89], [-2.30, 0.67, -3.89], [-3.12, -3.91, 0.66], [3.37, 4.56, 3.93], [1.61, 0.76, -2.22], [-0.72, 0.08, -3.41], [-2.05, 2.29, 3.33], [-6.45, -2.43, -3.22], [-4.48, -3.95, -1.16]]
}

Entry 4:
{
  "formula": "C4H10N3O",
  "method": "ωB97M-V/def2-TZVPD",
  "e_tot_ev": -10816.802,
  "charge": 1,
  "smiles": "CC1(C)ON=CN1[NH3+]",
  "homo_lumo_gap_ev": 9.619,
  "relative_energy_kcal_mol": 106.1,
  "spin_multiplicity": 1,
  "species": ["O", "N", "N", "N", "C", "C", "C", "C", "H", "H", "H", "H", "H", "H", "H", "H", "H", "H"],
  "positions_angstrom": [[1.79, 0.99, -0.45], [2.68, 0.02, -0.23], [-0.24, -1.75, -0.19], [0.68, -0.78, 0.42], [0.50, 0.63, 0.05], [2.14, -1.03, 0.18], [-0.45, 0.72, -1.14], [0.30, 1.58, 1.23], [-1.07, -1.75, 0.49], [-1.57, 0.73, -1.01], [-0.42, -0.02, -1.97], [-0.05, 1.64, -1.63], [-0.37, -1.37, -1.12], [2.58, -1.87, 0.48], [-0.66, 1.24, 1.79], [0.02, 2.63, 0.94], [1.10, 1.53, 1.96], [0.01, -2.76, -0.13]]
}

Entry 5:
{
  "formula": "C3H9BS",
  "method": "ωB97M-V/def2-TZVPD",
  "e_tot_ev": -14767.756,
  "smiles": "CSB(C)C",
  "homo_lumo_gap_ev": 10.079,
  "relative_energy_kcal_mol": 25.9,
  "spin_multiplicity": 1,
  "species": ["S", "C", "C", "C", "B", "H", "H", "H", "H", "H", "H", "H", "H", "H"],
  "positions_angstrom": [[0.81, -1.05, 1.11], [-1.96, -1.32, 0.00], [2.36, -0.10, 1.10], [-0.31, 0.80, -1.00], [-0.41, -0.28, 0.12], [2.96, -0.61, 0.38], [-1.28, 1.19, -1.44], [3.11, -0.09, 1.93], [0.22, 0.49, -1.92], [-1.62, -2.13, 0.58], [-1.79, -1.72, -1.02], [0.16, 1.65, -0.74], [-2.99, -1.04, -0.01], [2.27, 0.96, 0.90]]
}

Entry 6:
{
  "formula": "C2H12N2O3",
  "method": "ωB97M-V/def2-TZVPD",
  "e_tot_ev": -11388.900,
  "smiles": "N/C=C/N.O.O.O",
  "homo_lumo_gap_ev": 8.354,
  "relative_energy_kcal_mol": 65.7,
  "spin_multiplicity": 1,
  "species": ["O", "O", "O", "N", "N", "C", "C", "H", "H", "H", "H", "H", "H", "H", "H", "H", "H", "H", "H"],
  "positions_angstrom": [[0.77, 2.24, 1.41], [5.83, 2.22, -3.27], [-2.42, -3.96, 0.51], [-0.44, -1.53, 0.63], [-2.08, 1.49, 0.63], [-1.49, -0.79, -0.02], [-1.34, 0.55, -0.08], [-1.56, -3.56, 0.39], [-0.16, -1.36, 1.58], [5.86, 1.29, -3.05], [0.40, -1.79, 0.13], [-2.42, -4.77, 1.01], [-3.01, 1.13, 0.88], [0.90, 1.70, 2.19], [0.31, 3.00, 1.79], [5.85, 2.15, -4.23], [-2.41, -1.36, -0.08], [-2.18, 2.33, 0.06], [-0.42, 1.04, -0.44]]
}

Entry 7:
{
  "formula": "C36H26BClCrF4N3O6S",
  "method": "ωB97M-V/def2-TZVPD",
  "e_tot_ev": -117847.954,
  "charge": -2,
  "homo_lumo_gap_ev": [7.047, 7.046],
  "s_squared": 3.79,
  "spin_multiplicity": 4,
  "species": ["Cr", "Cl", "S", "F", "F", "F", "F", "O", "O", "O", "O", "O", "O", "N", "N", "N", "C", "C", "C", "C", "C", "C", "C", "C", "C", "C", "C", "C", "C", "C", "C", "C", "C", "C", "C", "C", "C", "C", "C", "C", "C", "C", "C", "C", "C", "C", "C", "C", "C", "C", "C", "C", "B", "H", "H", "H", "H", "H", "H", "H", "H", "H", "H", "H", "H", "H", "H", "H", "H", "H", "H", "H", "H", "H", "H", "H", "H", "H", "H"],
  "positions_angstrom": [[-0.95, -0.53, -0.95], [-2.74, -0.84, -5.88], [1.63, -1.37, 0.81], [1.27, 2.57, 0.92], [-0.84, 1.85, 1.48], [-0.53, 4.02, 0.76], [0.24, 3.37, 2.84], [-0.52, -2.45, -1.04], [-4.35, -0.58, -3.38], [-2.82, -3.73, 5.45], [-0.37, -4.51, -0.21], [-3.66, -5.19, 3.93], [-2.65, -0.81, -1.95], [-1.38, 1.47, -1.32], [-1.83, -1.56, 1.06], [0.59, -0.29, 0.35], [-1.96, -3.74, 2.04], [-2.57, 2.07, -0.99], [1.73, 1.80, -3.22], [-3.19, -0.80, -3.12], [1.16, -0.09, 3.18], [-4.66, 2.00, 0.20], [-2.61, -3.24, 3.17], [2.59, -0.42, -3.47], [5.24, -1.75, -0.99], [-2.43, -1.07, 2.15], [1.50, -0.93, -2.78], [-2.82, -1.86, 3.22], [-3.46, 1.43, -0.10], [-0.76, -3.36, -0.16], [-2.93, 3.31, -1.54], [-3.08, -4.15, 4.31], [-4.19, 3.87, -1.23], [3.53, -0.92, 4.38], [3.23, -0.98, 0.06], [2.65, -0.10, 5.07], [2.72, 0.95, -3.67], [-0.82, 3.37, -2.66], [5.62, -0.43, -1.19], [4.03, -2.03, -0.37], [-1.57, -2.88, 1.03], [3.59, 0.34, -0.14], [3.24, -1.32, 3.09], [-5.04, 3.23, -0.37], [4.80, 0.61, -0.77], [0.50, -0.09, -2.30], [-2.01, 3.95, -2.40], [-0.54, 2.09, -2.12], [1.47, 0.32, 4.48], [-2.17, -1.16, -4.21], [0.62, 1.28, -2.56], [2.06, -0.88, 2.50], [0.02, 2.98, 1.51], [3.36, -1.10, -3.84], [-3.16, 0.49, 0.32], [0.79, 0.97, 5.01], [-0.09, 3.84, -3.30], [3.93, -1.94, 2.53], [-1.25, -0.61, -4.06], [5.09, 1.64, -0.94], [-5.33, 1.49, 0.88], [-1.76, -4.80, 1.94], [0.84, 0.66, 0.62], [4.46, -1.25, 4.84], [1.84, 2.88, -3.36], [-1.96, -2.23, -4.13], [5.87, -2.56, -1.33], [-2.28, 4.91, -2.85], [6.56, -0.21, -1.69], [2.89, 0.22, 6.08], [3.59, 1.35, -4.18], [-4.46, 4.83, -1.67], [-3.27, -1.42, 4.09], [0.24, 0.24, 2.71], [-6.01, 3.66, -0.14], [1.43, -2.00, -2.59], [-2.57, 0.00, 2.18], [2.94, 1.15, 0.18], [3.70, -3.05, -0.22]]
}

Entry 8:
{
  "formula": "C34H34N6O7Si",
  "method": "ωB97M-V/def2-TZVPD",
  "e_tot_ev": -66949.430,
  "homo_lumo_gap_ev": 4.390,
  "spin_multiplicity": 1,
  "species": ["Si", "O", "O", "O", "O", "O", "O", "O", "N", "N", "N", "N", "N", "N", "C", "C", "C", "C", "C", "C", "C", "C", "C", "C", "C", "C", "C", "C", "C", "C", "C", "C", "C", "C", "C", "C", "C", "C", "C", "C", "C", "C", "C", "C", "C", "C", "C", "C", "H", "H", "H", "H", "H", "H", "H", "H", "H", "H", "H", "H", "H", "H", "H", "H", "H", "H", "H", "H", "H", "H", "H", "H", "H", "H", "H", "H", "H", "H", "H", "H", "H", "H"],
  "positions_angstrom": [[3.15, 3.50, 0.17], [1.98, 2.34, 0.50], [-0.95, -4.42, 4.46], [-1.16, -3.97, -1.19], [3.21, -8.59, 0.61], [0.53, -5.86, 5.14], [0.30, -5.60, -1.80], [2.78, -8.08, 2.76], [2.56, -7.92, 1.38], [-0.04, -5.25, 4.22], [-0.33, -4.79, -0.84], [1.14, -6.52, -1.18], [2.02, -7.26, 3.51], [-1.05, 0.21, 0.30], [-1.16, 4.84, -0.70], [3.32, -0.79, -1.77], [-7.03, 2.36, -0.33], [-2.20, 0.81, -0.03], [2.54, -1.31, -2.80], [-6.99, 1.03, -0.79], [2.57, 5.08, 0.97], [0.89, -0.13, 1.67], [-4.63, 0.90, -0.23], [0.12, -5.20, 0.43], [-3.40, 0.16, -0.17], [0.09, 2.91, -2.28], [2.75, 0.13, -0.89], [3.33, 3.76, -1.68], [-1.03, -1.23, 0.60], [0.09, 2.79, -0.89], [0.65, 0.03, -2.12], [4.71, 2.82, 0.95], [-0.22, -4.80, 1.73], [-4.67, 2.26, 0.18], [-1.24, 4.92, -2.10], [1.31, -6.53, 2.58], [1.02, -6.26, 0.15], [-0.61, 3.96, -2.88], [-5.86, 2.98, 0.12], [0.08, 0.95, 0.89], [0.91, 1.71, -0.19], [0.34, -5.50, 2.84], [1.61, -6.91, 1.28], [1.20, -0.96, -2.95], [0.13, -1.45, 1.56], [-0.49, 3.77, -0.09], [1.46, 0.60, -1.12], [-5.81, 0.31, -0.75], [2.51, 4.37, -2.06], [-2.13, 1.90, -0.11], [4.52, 2.57, 2.00], [-1.78, 5.74, -2.57], [-1.62, 5.61, -0.07], [-7.90, 0.57, -1.20], [1.91, -0.25, 1.28], [3.33, 2.81, -2.22], [-0.64, 4.00, -3.98], [-3.47, -0.92, -0.21], [5.03, 1.91, 0.44], [-0.31, -1.75, 2.52], [0.98, 0.21, 2.70], [0.75, -2.28, 1.22], [-0.31, 1.69, 1.60], [0.56, -1.43, -3.70], [-1.99, -1.55, 1.05], [3.28, 5.89, 0.79], [-5.85, 4.03, 0.41], [-0.37, 0.39, -2.29], [4.27, 4.27, -1.89], [2.99, -2.02, -3.50], [-7.96, 2.93, -0.37], [5.54, 3.54, 0.92], [-0.95, -1.83, -0.32], [1.59, 5.38, 0.58], [-5.73, -0.71, -1.16], [-3.76, 2.74, 0.54], [0.66, 2.22, -2.90], [-0.87, -3.94, 1.86], [-0.37, 3.73, 0.99], [3.30, 0.51, -0.03], [4.35, -1.08, -1.60], [2.47, 4.93, 2.05]]
}